Computed, not measured: a structure of composition C4H6N2S2, with the ωB97M-V functional and the def2-TZVPD basis.

Values from the calculation:
orbital gap = 7.97 eV
highest occupied orbital energy = -7.661 eV
LUMO energy = 0.30 eV

The geometry in XYZ format:
```
14
Properties=species:S:1:pos:R:3:lowdin_charge:R:1
C 0.70 -0.77 -0.66 -0.48
C -0.20 -1.16 0.32 -0.15
C -0.97 -0.14 0.66 -0.65
C -0.47 0.95 0.10 -0.62
H 1.82 -1.15 -2.41 0.18
H 1.02 -2.62 -0.94 0.23
H -0.65 -2.22 0.31 0.14
H -2.31 1.13 1.91 -0.21
H 0.72 2.93 1.34 -0.03
H 1.02 1.40 -1.27 0.18
N 1.71 -1.54 -1.25 0.02
N 0.52 0.58 -0.81 0.06
S -2.22 -0.19 2.06 0.73
S -0.69 2.80 0.65 0.60
```

Computed, not measured: a cluster of 2 separate species, C4H6N3O2 in total, with the ωB97M-V functional and the def2-TZVPD basis.

Values from the calculation:
orbital gap (alpha / beta) = 6.84 / 5.73 eV
highest occupied orbital energy (alpha / beta) = -13.344 / -12.975 eV
LUMO energy (alpha / beta) = -6.50 / -7.25 eV
charge = +1

The geometry in XYZ format:
```
15
Properties=species:S:1:pos:R:3:lowdin_charge:R:1
C 0.86 -0.19 1.16 -0.07
C -0.48 0.39 1.40 -0.20
C 1.69 0.14 0.16 -0.11
C -1.18 1.19 0.62 0.03
N 0.32 -1.63 -1.06 0.04
N -0.24 -2.40 -0.34 -0.01
N 0.69 -1.75 -2.30 0.15
O 2.25 0.40 -0.84 0.21
O -0.38 -2.55 0.80 0.20
H 1.31 -0.68 2.06 0.15
H -1.04 0.13 2.33 0.14
H -2.04 1.55 1.13 0.06
H -0.90 1.53 -0.50 0.13
H 0.11 -1.38 -3.06 0.16
H 1.63 -1.59 -2.54 0.11
```

Computed, not measured: the ion C4H6N3O3S with charge -1, with the ωB97M-V functional and the def2-TZVPD basis.

Values from the calculation:
orbital gap = 8.11 eV
highest occupied orbital energy = -4.773 eV
LUMO energy = 3.34 eV
charge = -1

The geometry in XYZ format:
```
17
Properties=species:S:1:pos:R:3:lowdin_charge:R:1
C -1.93 -1.66 2.48 -0.30
C -1.72 0.69 1.27 -0.54
C 0.47 0.48 -1.00 -0.17
C -1.22 -0.83 1.60 -0.12
N -2.51 -2.14 3.32 0.14
N 0.41 1.13 0.26 -0.21
N -0.80 1.50 0.76 -0.18
O -2.01 2.71 -1.52 -0.51
O -2.87 0.97 1.50 0.04
O -2.07 4.16 0.42 -0.49
S -1.26 3.29 -0.39 0.75
H -0.27 1.15 -1.71 0.12
H 1.43 0.46 -1.34 0.02
H 0.16 -0.58 -1.11 0.06
H -0.12 -0.63 1.95 0.12
H -1.20 -1.33 0.53 0.14
H 0.88 0.49 1.04 0.13
```

Computed, not measured: an isolated molecule of C4H6N4, with the ωB97M-V functional and the def2-TZVPD basis.

Values from the calculation:
orbital gap = 8.79 eV
structure (SMILES) = C1=NNN2CCN=C12
highest occupied orbital energy = -8.232 eV
LUMO energy = 0.56 eV

The geometry in XYZ format:
```
14
Properties=species:S:1:pos:R:3:lowdin_charge:R:1
C -0.38 1.66 0.81 -0.01
N -0.13 2.15 -0.38 0.03
N 0.31 1.19 -1.19 0.03
N 0.01 -0.13 -0.60 -0.07
C 0.60 -1.35 -0.71 -0.24
C -0.13 -2.13 0.38 -0.19
N -0.31 -1.03 1.43 0.06
C -0.13 0.13 0.72 -0.28
H -0.48 2.20 1.71 0.09
H -0.10 1.36 -2.04 0.10
H 1.73 -1.53 -0.43 0.14
H 0.64 -1.81 -1.79 0.15
H -1.11 -2.37 -0.03 0.10
H 0.43 -3.01 0.55 0.09
```

Computed, not measured: an isolated molecule of C4H6N4, with the ωB97M-V functional and the def2-TZVPD basis.

Values from the calculation:
orbital gap = 9.43 eV
structure (SMILES) = [H]/N=C1/CN=CN=CN1
highest occupied orbital energy = -9.302 eV
LUMO energy = 0.12 eV

The geometry in XYZ format:
```
14
Properties=species:S:1:pos:R:3:lowdin_charge:R:1
H 2.79 0.68 -1.07 0.09
N 2.28 -0.16 -0.65 0.16
C 1.26 0.09 0.07 -0.47
C 0.60 -1.11 0.54 -0.16
N -0.70 -1.61 -0.13 0.06
C -1.75 -0.91 -0.40 -0.24
N -2.11 0.50 -0.21 0.05
C -1.07 1.29 0.06 -0.21
N 0.30 1.14 0.03 0.06
H 1.13 -1.97 0.70 0.08
H 0.25 -0.64 1.45 0.12
H -2.51 -1.59 -0.91 0.11
H -1.55 2.28 0.09 0.12
H 1.10 2.00 0.41 0.26
```

Computed, not measured: an isolated molecule of C4H6N4, with the ωB97M-V functional and the def2-TZVPD basis.

Values from the calculation:
orbital gap = 9.87 eV
structure (SMILES) = N#CN1CCN=C1N
highest occupied orbital energy = -9.124 eV
LUMO energy = 0.75 eV

The geometry in XYZ format:
```
14
Properties=species:S:1:pos:R:3:lowdin_charge:R:1
N 3.06 -0.86 -0.16 0.16
C 1.96 -0.51 -0.02 -0.28
N 0.66 -0.33 -0.17 -0.03
C -0.30 -1.34 -0.04 -0.13
C -1.63 -0.57 0.10 -0.12
N -1.26 0.90 0.19 0.10
C -0.01 0.95 0.01 -0.41
N 0.69 2.13 -0.03 0.20
H 0.04 -1.94 0.78 0.12
H -0.47 -2.01 -0.87 0.12
H -2.16 -0.70 -0.74 0.06
H -2.28 -0.73 0.94 0.10
H 0.09 2.86 -0.11 0.07
H 1.62 2.16 0.13 0.06
```

Computed, not measured: an isolated molecule of C4H6N4, with the ωB97M-V functional and the def2-TZVPD basis.

Values from the calculation:
orbital gap = 9.44 eV
structure (SMILES) = CN=C=NCN=C=N
highest occupied orbital energy = -8.731 eV
LUMO energy = 0.70 eV

The geometry in XYZ format:
```
14
Properties=species:S:1:pos:R:3:lowdin_charge:R:1
C -1.15 0.91 -1.42 -0.12
N 0.13 1.00 -0.75 0.03
C 0.77 0.20 -0.07 -0.30
N 1.79 -0.15 0.49 0.10
C 2.07 -0.77 1.77 -0.21
N 1.05 -1.74 2.18 0.11
C -0.02 -1.47 1.64 -0.27
N -0.85 -1.09 0.84 0.20
H -1.53 -0.07 -1.52 0.06
H -0.81 1.07 -2.47 0.10
H -1.73 1.63 -1.02 0.03
H 2.95 -1.34 1.58 0.10
H 2.23 0.09 2.38 0.11
H -1.60 -0.46 0.88 0.07
```

Computed, not measured: a structure of composition C4H6N4, with the ωB97M-V functional and the def2-TZVPD basis.

Values from the calculation:
orbital gap = 9.26 eV
highest occupied orbital energy = -9.104 eV
LUMO energy = 0.16 eV

The geometry in XYZ format:
```
14
Properties=species:S:1:pos:R:3:lowdin_charge:R:1
C -0.65 -0.25 -2.05 -0.24
C 0.23 0.11 0.20 -0.45
C -0.51 0.13 2.08 -0.26
C 1.43 0.15 1.25 -0.12
H -2.32 0.41 -2.80 0.04
H -0.28 -0.81 -3.12 0.17
H 1.25 0.26 -1.48 0.17
H -1.42 0.10 2.93 0.16
H 2.40 0.74 1.16 0.11
H 1.54 -1.21 1.47 0.23
N -1.91 0.33 -1.80 0.05
N 0.35 -0.17 -1.11 0.01
N -0.84 -0.04 0.73 0.13
N 0.72 0.25 2.54 0.00
```

What are the energy relative to the best compared isomer or geometry (same formula, charge and spin) values for these records? In order: 442.5, 868.2, 64.0, 400.7, 431.0, 155.0, 352.0, 475.3 kJ/mol.
What are the calculated total energy values for these records? In order: -1061.74762, -470.23388, -944.17153, -374.90875, -374.89719, -375.00232, -374.92730, -374.88035 Ha.